# 1
Computed, not measured: a cluster of 2 separate species, C20H32Cl2NO7S2 in total in a non-equilibrium geometry, with ωB97M-V/def2-TZVPD.

Properties
HOMO level   -11.65 eV
Frontier orbital gap   6.9 eV
E_LUMO   -4.75 eV
Net charge   +1
Calculated total energy   -83784.1779 eV

Positions of all 64 atoms, in Å:
C  3.79775  -1.44556  2.22074
C  2.85420  -0.36035  2.21040
C  1.59224  -0.37024  1.25656
N  1.53593  -0.43004  -0.08406
S  2.96435  -0.45512  -1.08746
C  3.00243  1.05586  -2.17440
C  2.46466  0.69428  -3.65164
O  2.25481  -0.49713  -3.95426
O  2.28678  1.73999  -4.61361
C  1.00329  2.39468  -4.46149
C  1.03748  3.65844  -3.42589
C  2.44567  4.42173  -3.40930
O  -0.04087  4.52808  -3.84634
C  -0.26888  5.60693  -2.95130
O  -0.82456  6.63300  -3.43045
C  0.05188  5.63813  -1.38914
S  1.23559  7.03253  -0.92398
C  0.07738  -0.51773  -0.43552
Cl  -0.42106  -0.32392  -2.18015
C  -0.68533  0.34749  0.68533
C  -2.20112  -0.09962  1.05596
C  -3.30072  0.93248  0.48189
C  -3.82249  0.58019  -0.99469
Cl  -3.98566  2.09836  -2.05618
C  0.15023  -0.24839  1.96720
H  3.85506  -2.24345  1.40998
H  4.49827  -1.54315  3.11671
H  3.02811  0.46550  2.96157
H  4.10691  1.36931  -2.31215
H  2.47680  1.96369  -1.72355
H  0.20155  1.68843  -4.03382
H  0.56665  2.80472  -5.43901
H  0.86526  3.18861  -2.38789
H  2.59442  5.09203  -2.47834
H  2.53234  5.12469  -4.31831
H  3.35822  3.72941  -3.43717
H  0.37073  4.64385  -0.93455
H  -0.93733  5.92147  -0.86486
H  2.18904  6.34782  -0.15887
H  -0.17058  -1.62364  -0.18168
H  -0.47703  1.46523  0.60898
H  -2.26788  -0.04020  2.20076
H  -2.42036  -1.19648  0.78247
H  -2.94597  2.02626  0.53746
H  -4.21932  0.88063  1.17758
H  -4.87243  0.11959  -0.91513
H  -3.17648  -0.20748  -1.53519
H  0.16445  0.39645  2.91060
H  -0.17737  -1.33432  2.02414
C  -2.72129  -5.95858  5.12002
C  -2.23376  -4.59211  4.67605
O  -1.01908  -4.68997  3.91780
C  -1.15237  -5.15031  2.66414
O  -2.18441  -5.47103  2.12693
O  0.07296  -5.21037  2.10946
C  0.08605  -5.78894  0.80413
H  -1.93762  -6.48372  5.67208
H  -3.60231  -5.86429  5.75776
H  -2.98407  -6.58711  4.26645
H  -2.00394  -3.98812  5.55701
H  -2.99754  -4.05512  4.10648
H  -0.60420  -5.27169  0.13410
H  -0.16112  -6.85067  0.86639
H  1.09566  -5.69104  0.40321

Per-atom Löwdin charges, elementary charge units: C 0.065; C -0.075; C -0.157; N -0.332; S 1.032; C -0.307; C -0.437; O 0.045; O -0.051; C -0.099; C -0.320; C -0.031; O -0.012; C -0.410; O 0.066; C -0.436; S 0.687; C -0.582; Cl 0.717; C -0.234; C -0.156; C -0.245; C -0.556; Cl 0.465; C -0.041; H 0.082; H 0.093; H 0.120; H 0.125; H 0.090; H 0.105; H 0.159; H 0.116; H 0.059; H 0.120; H 0.081; H 0.067; H 0.098; H -0.124; H 0.140; H 0.158; H 0.120; H 0.140; H 0.105; H 0.120; H 0.087; H 0.047; H 0.155; H 0.142; C -0.062; C -0.214; O 0.023; C -0.596; O 0.125; O -0.014; C -0.046; H 0.086; H 0.085; H 0.076; H 0.122; H 0.122; H 0.093; H 0.105; H 0.092


# 2
Computed, not measured: the molecule C26H30N4O4, with ωB97M-V/def2-TZVPD.

Properties
HOMO level   -8.97 eV
Frontier orbital gap   9.7 eV
Energy above the lowest of the compared OMol25 structures with the same formula, charge and spin   0.000 eV
E_LUMO   0.75 eV
Net charge   0
Calculated total energy   -41602.4328 eV

Positions of all 64 atoms, in Å:
C  0.74500  1.17112  -4.88533
H  0.89419  2.20564  -5.18549
C  1.55087  0.85848  -3.62123
N  1.10138  1.68738  -2.52441
C  0.56647  1.20951  -1.39380
O  0.37867  0.01391  -1.18272
C  0.20712  2.27893  -0.44725
C  -0.40172  2.23258  0.79743
N  -0.50513  3.53490  1.19194
C  0.02437  4.30239  0.22018
N  0.45860  3.58302  -0.77630
H  0.07917  5.37169  0.26696
H  -0.92836  3.79794  2.07041
C  -0.95215  1.19779  1.69988
O  -1.55964  1.53690  2.70748
N  -0.73355  -0.06425  1.31937
C  -1.28539  -1.18287  2.02929
C  -0.17276  -1.99252  2.70118
O  0.99884  -1.78540  2.53160
O  -0.70743  -2.93256  3.46844
C  0.12230  -3.86150  4.21822
C  0.98814  -3.09900  5.21930
H  1.53164  -3.80308  5.84320
H  1.70075  -2.46598  4.69807
H  0.36272  -2.47439  5.85346
C  0.97983  -4.68731  3.26083
H  1.52807  -5.44044  3.81983
H  1.68854  -4.04868  2.74110
H  0.34875  -5.18320  2.52618
C  -0.88498  -4.75219  4.94536
H  -1.51890  -4.14795  5.58866
H  -1.51519  -5.26826  4.22586
H  -0.36284  -5.48723  5.55050
H  -1.94539  -0.78761  2.81145
C  -2.08651  -2.08086  1.06474
C  -3.19245  -1.27756  0.44259
C  -4.42585  -1.17031  1.07129
C  -5.42436  -0.38010  0.53082
C  -5.19716  0.31923  -0.64215
C  -3.96909  0.21994  -1.27337
C  -2.97242  -0.57488  -0.73560
H  -2.01472  -0.64776  -1.22932
H  -3.78596  0.76559  -2.18807
H  -5.97502  0.94008  -1.06231
H  -6.38066  -0.30590  1.02796
H  -4.60380  -1.70910  1.99125
H  -1.40682  -2.44955  0.29391
H  -2.48589  -2.92515  1.62750
H  -0.22399  -0.24169  0.44780
H  1.21348  2.69052  -2.57693
C  3.03046  1.04757  -3.86837
C  3.55780  2.31549  -4.08131
C  4.90954  2.48232  -4.32251
C  5.75083  1.38328  -4.35774
C  5.23366  0.11713  -4.14650
C  3.88160  -0.04823  -3.90109
H  3.48252  -1.03765  -3.73088
H  5.88473  -0.74432  -4.16974
H  6.80586  1.51418  -4.54746
H  5.30763  3.47334  -4.48477
H  2.91254  3.18214  -4.05936
H  1.36027  -0.17515  -3.31253
H  -0.31447  1.00747  -4.70379
H  1.06733  0.52483  -5.69751

Per-atom Löwdin charges, elementary charge units: C -0.025; H 0.077; C -0.310; N 0.118; C -0.397; O 0.032; C -0.129; C -0.072; N 0.137; C -0.159; N 0.109; H 0.122; H 0.164; C -0.413; O 0.059; N 0.137; C -0.185; C -0.435; O 0.129; O 0.032; C -0.565; C -0.017; H 0.090; H 0.080; H 0.093; C -0.017; H 0.090; H 0.081; H 0.092; C -0.022; H 0.087; H 0.086; H 0.088; H 0.163; C -0.071; C -0.225; C -0.039; C -0.085; C -0.096; C -0.079; C -0.040; H 0.098; H 0.101; H 0.098; H 0.100; H 0.115; H 0.134; H 0.123; H 0.105; H 0.121; C -0.188; C -0.041; C -0.081; C -0.093; C -0.082; C -0.031; H 0.114; H 0.102; H 0.101; H 0.102; H 0.110; H 0.140; H 0.080; H 0.085


# 3
Computed, not measured: a cluster of 9 separate species, C19H56N8O9 in total in a non-equilibrium geometry, with ωB97M-V/def2-TZVPD.

Properties
HOMO level   -8.42 eV
Frontier orbital gap   8.0 eV
Energy above the lowest of the compared OMol25 structures with the same formula, charge and spin   11.101 eV
E_LUMO   -0.41 eV
Net charge   0
Calculated total energy   -50952.0667 eV

Positions of all 92 atoms, in Å:
C  -12.37300  -16.28200  -14.38400
O  -11.16700  -16.93600  -14.64000
N  -12.99800  -15.51700  -15.16900
N  -13.00600  -16.42600  -13.28100
H  -12.78700  -15.51000  -16.18700
H  -13.96000  -15.13900  -14.89200
H  -12.67100  -17.18400  -12.66300
H  -13.97500  -16.01700  -13.08300
C  -17.67800  -13.35000  -11.90100
O  -16.63600  -13.78300  -11.11300
N  -17.53600  -13.12100  -13.19100
N  -18.88200  -13.04800  -11.53100
H  -16.73400  -13.62800  -13.60500
H  -18.31000  -12.82900  -13.83000
H  -18.95500  -13.11500  -10.50200
H  -19.39500  -13.92600  -11.76500
C  -15.86600  -15.58400  -13.92600
O  -16.48800  -16.62600  -14.65400
N  -15.38200  -15.69800  -12.74000
N  -15.53400  -14.49700  -14.51800
H  -15.55800  -16.57000  -12.23800
H  -15.39800  -14.84700  -12.09400
H  -15.81800  -14.40600  -15.47900
H  -14.88100  -13.77200  -14.13200
C  -20.40100  -12.14100  -14.54000
O  -21.22900  -12.33900  -15.62200
N  -20.67700  -12.52200  -13.31100
N  -19.25200  -11.62800  -14.65800
H  -21.60500  -12.90600  -13.23000
H  -19.88000  -12.74400  -12.56300
H  -18.79200  -11.45600  -15.61500
H  -18.68400  -11.31200  -13.85300
C  -16.18400  -15.86400  -17.75500
C  -16.95600  -14.54000  -17.65000
C  -18.09200  -14.61100  -16.66400
O  -16.24900  -13.50100  -17.42000
H  -16.83200  -16.72800  -17.70700
H  -15.44500  -15.90800  -16.94800
H  -15.62500  -15.84000  -18.67000
H  -17.42400  -14.29400  -18.60300
H  -18.64700  -13.75700  -16.88800
H  -17.79100  -14.57100  -15.68100
H  -18.71300  -15.51500  -16.74600
H  -16.75000  -12.73300  -17.27100
C  -17.05000  -10.77300  -19.00900
C  -17.92200  -10.47800  -17.78800
C  -19.38800  -10.89800  -17.92600
O  -17.61400  -11.15500  -16.78800
H  -17.26200  -10.11300  -19.83000
H  -17.19000  -11.80200  -19.38900
H  -16.02900  -10.52700  -18.79000
H  -17.81500  -9.41400  -17.49700
H  -19.58100  -11.97300  -17.93800
H  -19.85700  -10.48800  -18.79800
H  -19.80400  -10.45600  -17.03400
H  -16.92700  -10.64200  -16.32600
C  -13.13400  -17.87300  -17.70700
C  -11.81900  -17.20700  -18.02500
C  -11.43600  -17.16700  -19.50700
O  -11.70100  -16.02000  -17.62700
H  -13.09400  -18.98300  -17.73800
H  -13.84400  -17.50400  -18.41700
H  -13.39000  -17.64900  -16.63600
H  -11.10400  -17.79100  -17.56500
H  -10.42300  -16.91600  -19.69500
H  -11.96500  -16.46000  -20.13400
H  -11.46000  -18.19600  -20.01600
H  -10.78800  -15.79700  -17.40300
C  -12.21300  -13.76400  -20.25600
C  -13.35200  -13.68400  -19.16200
C  -12.95200  -13.01000  -17.83100
O  -14.49300  -13.30100  -19.52600
H  -12.54800  -14.39300  -21.08400
H  -11.27400  -14.17100  -19.80000
H  -12.00500  -12.78300  -20.65700
H  -13.44000  -14.72900  -18.86400
H  -11.93100  -13.20300  -17.49100
H  -13.53800  -13.28400  -17.00500
H  -13.04400  -11.93400  -17.93800
H  -15.07300  -13.50700  -18.80400
C  -19.77300  -15.73200  -13.75300
C  -19.85400  -16.28100  -12.28400
C  -18.49600  -16.77600  -11.74200
O  -20.33300  -15.39000  -11.51800
H  -19.12400  -14.85000  -13.82200
H  -20.80100  -15.59900  -14.14100
H  -19.17700  -16.42200  -14.32500
H  -20.60100  -17.05900  -12.22500
H  -17.82500  -15.94500  -11.57800
H  -17.97300  -17.55800  -12.30300
H  -18.60600  -17.28000  -10.79800
H  -20.35000  -15.63100  -10.57600

Per-atom Löwdin charges, elementary charge units: C -0.676; O -0.148; N 0.168; N 0.141; H 0.093; H 0.080; H 0.134; H 0.027; C -0.582; O -0.102; N 0.182; N 0.117; H 0.061; H 0.064; H 0.165; H 0.091; C -0.615; O -0.077; N 0.137; N 0.120; H 0.157; H 0.143; H 0.092; H 0.190; C -0.666; O -0.120; N 0.145; N 0.124; H 0.112; H 0.048; H 0.106; H 0.136; C -0.001; C -0.572; C -0.017; O -0.017; H 0.095; H 0.062; H 0.066; H 0.146; H 0.051; H 0.016; H 0.115; H 0.048; C -0.010; C -0.598; C -0.014; O -0.070; H 0.079; H 0.097; H 0.077; H 0.161; H 0.090; H 0.082; H 0.073; H 0.166; C -0.014; C -0.623; C -0.037; O -0.029; H 0.098; H 0.057; H 0.088; H 0.116; H 0.057; H 0.051; H 0.105; H 0.149; C -0.019; C -0.597; C -0.032; O 0.020; H 0.071; H 0.081; H 0.062; H 0.102; H 0.078; H 0.026; H 0.077; H 0.044; C -0.004; C -0.556; C -0.024; O -0.029; H 0.045; H 0.104; H 0.064; H 0.137; H 0.046; H 0.086; H 0.073; H 0.150


# 4
Computed, not measured: a cluster of 2 separate species, C2N2S2 in total in a non-equilibrium geometry, with ωB97M-V/def2-TZVPD.

Properties
HOMO level (alpha / beta)   -9.60 / -9.62 eV
Frontier orbital gap (alpha / beta)   4.2 / 4.2 eV
Energy above the lowest of the compared OMol25 structures with the same formula, charge and spin   3.432 eV
E_LUMO (alpha / beta)   -5.40 / -5.42 eV
Net charge   0
Calculated total energy   -26719.6944 eV

Positions of all 6 atoms, in Å:
C  2.76382  0.40476  -1.11081
C  -2.81048  -0.26875  1.08580
N  3.70689  0.50315  -1.77423
N  -3.59272  -0.52201  1.89823
S  1.60473  0.11687  0.02336
S  -1.67225  -0.23401  -0.12235

Per-atom Löwdin charges, elementary charge units: C -0.811; C -0.799; N 0.115; N 0.112; S 0.699; S 0.684


Repeat the fourth record exactly.
Computed, not measured: a cluster of 2 separate species, C2N2S2 in total in a non-equilibrium geometry, with ωB97M-V/def2-TZVPD.

Properties
HOMO level (alpha / beta)   -9.60 / -9.62 eV
Frontier orbital gap (alpha / beta)   4.2 / 4.2 eV
Energy above the lowest of the compared OMol25 structures with the same formula, charge and spin   3.432 eV
E_LUMO (alpha / beta)   -5.40 / -5.42 eV
Net charge   0
Calculated total energy   -26719.6944 eV

Positions of all 6 atoms, in Å:
C  2.76382  0.40476  -1.11081
C  -2.81048  -0.26875  1.08580
N  3.70689  0.50315  -1.77423
N  -3.59272  -0.52201  1.89823
S  1.60473  0.11687  0.02336
S  -1.67225  -0.23401  -0.12235

Per-atom Löwdin charges, elementary charge units: C -0.811; C -0.799; N 0.115; N 0.112; S 0.699; S 0.684